Entry 1:
Computed, not measured: a single C16H19FN4O3S molecule at a distorted geometry, with ωB97M-V/def2-TZVPD.

Properties
Molar mass, Da: 366.42
SMILES string: Cc1ccc(NC(=O)[C@H]2CCCN(S(=O)(=O)c3cnc[nH]3)C2)cc1F
Kohn-Sham gap, eV: 8.8
Largest force on an atom, eV/A: 1.13

```
! wB97M-V def2-TZVPD RIJCOSX def2/J DEFGRID3
* xyz 0 1
C 3.95 2.14 4.68
C 3.31 1.61 3.43
C 3.98 1.56 2.21
C 3.38 1.06 1.07
C 2.07 0.59 1.12
N 1.39 0.07 0.01
C 1.81 -0.03 -1.27
O 2.90 0.32 -1.68
C 0.77 -0.65 -2.20
C 0.51 -2.11 -1.82
C -0.44 -2.75 -2.83
C -1.70 -1.88 -3.00
N -1.71 -0.76 -2.08
S -2.27 -1.08 -0.55
O -1.38 -0.51 0.44
O -2.63 -2.45 -0.43
C -3.72 -0.06 -0.47
C -4.90 -0.01 -1.16
N -5.65 1.02 -0.70
C -4.95 1.59 0.25
N -3.76 0.97 0.42
C -0.57 0.12 -2.21
C 1.38 0.63 2.32
C 2.00 1.14 3.44
F 1.31 1.18 4.60
H 4.89 2.64 4.45
H 4.14 1.33 5.37
H 3.28 2.84 5.18
H 5.00 1.92 2.16
H 3.92 1.03 0.14
H 0.45 -0.23 0.23
H 1.21 -0.63 -3.20
H 1.46 -2.66 -1.81
H 0.08 -2.18 -0.83
H -0.73 -3.74 -2.47
H 0.06 -2.87 -3.79
H -1.76 -1.46 -4.01
H -2.60 -2.45 -2.81
H -5.25 -0.64 -1.95
H -5.27 2.43 0.82
H -3.03 1.16 1.09
H -0.68 0.68 -3.14
H -0.63 0.83 -1.38
H 0.36 0.27 2.39
*
```

Entry 2:
Computed, not measured: a single C16H19N3O4S2 molecule at a distorted geometry, with ωB97M-V/def2-TZVPD.

Properties
Molar mass, Da: 381.48
SMILES string: COc1ccc(S(=O)(=O)N2CCC(C(=O)Nc3nccs3)CC2)cc1
Kohn-Sham gap, eV: 9.2
Largest force on an atom, eV/A: 1.07
Energy relative to the best compared isomer or geometry (same formula, charge and spin), kcal per mole: 59.0

```
! wB97M-V def2-TZVPD RIJCOSX def2/J DEFGRID3
* xyz 0 1
C -2.07 -3.99 0.03
O -1.01 -3.67 -0.85
C -0.03 -2.85 -0.41
C 0.96 -2.54 -1.36
C 1.99 -1.69 -1.03
C 2.05 -1.16 0.25
S 3.33 0.03 0.64
O 4.47 -0.20 -0.20
O 3.50 0.08 2.06
N 2.71 1.53 0.20
C 1.57 1.95 0.99
C 0.76 3.00 0.24
C 0.20 2.40 -1.06
C -0.95 1.47 -0.70
O -0.86 0.27 -0.62
N -2.12 2.11 -0.40
C -3.23 1.43 0.02
N -4.35 2.00 0.31
C -5.27 1.08 0.69
C -4.84 -0.21 0.70
S -3.19 -0.31 0.20
C 1.29 1.62 -1.82
C 2.67 1.84 -1.21
C 1.10 -1.48 1.20
C 0.06 -2.32 0.87
H -2.60 -3.09 0.36
H -2.74 -4.63 -0.54
H -1.71 -4.54 0.91
H 0.88 -2.97 -2.34
H 2.76 -1.45 -1.73
H 1.95 2.34 1.93
H 0.93 1.09 1.21
H -0.06 3.34 0.88
H 1.39 3.86 0.01
H -0.20 3.22 -1.68
H -2.21 3.12 -0.47
H -6.25 1.43 0.96
H -5.39 -1.08 0.97
H 1.31 1.92 -2.87
H 1.04 0.56 -1.78
H 2.99 2.88 -1.35
H 3.41 1.19 -1.69
H 1.20 -1.08 2.19
H -0.69 -2.55 1.62
*
```

Entry 3:
Computed, not measured: a molecular structure, C16H19N3O5PPt, with ωB97M-V/def2-TZVPD.

Properties
Molar mass, Da: 559.40
Kohn-Sham gap, eV: 6.6
Largest force on an atom, eV/A: 0.91
Energy relative to the best compared isomer or geometry (same formula, charge and spin), kcal per mole: 0.0

```
! wB97M-V def2-TZVPD RIJCOSX def2/J DEFGRID3
* xyz 1 1
Pt -0.72 -0.15 -0.35
O 3.82 0.11 -0.46
C 3.97 -0.65 0.65
C 5.27 -0.80 1.12
C 5.52 -1.55 2.25
C 4.47 -2.17 2.94
C 3.19 -2.04 2.48
C 2.90 -1.28 1.33
C 1.52 -1.16 0.89
O 1.27 -0.37 -0.15
N 0.57 -1.84 1.54
N -0.65 -1.56 1.04
C -1.77 -1.98 1.50
C -2.94 -1.48 0.78
C -4.23 -1.87 1.10
C -5.29 -1.44 0.31
C -5.03 -0.64 -0.79
C -3.72 -0.26 -1.04
N -2.70 -0.63 -0.27
H 2.87 0.18 -0.65
H 6.07 -0.31 0.58
H 6.53 -1.65 2.60
H 4.68 -2.75 3.83
H 2.37 -2.51 2.99
H -1.83 -2.66 2.34
H -4.39 -2.53 1.94
H -6.30 -1.73 0.55
H -5.82 -0.31 -1.45
H -3.46 0.35 -1.90
C -2.75 3.15 -2.08
O -1.58 2.45 -2.51
P -0.51 1.79 -1.54
O 0.78 1.77 -2.44
C 1.08 0.69 -3.35
O -0.26 2.99 -0.55
C 0.54 2.89 0.65
H -3.10 3.72 -2.94
H -2.51 3.83 -1.27
H -3.54 2.46 -1.77
H 2.16 0.60 -3.39
H 0.69 0.93 -4.34
H 0.64 -0.25 -3.00
H 0.40 3.83 1.18
H 1.58 2.76 0.39
H 0.19 2.07 1.27
*
```

Entry 4:
Computed, not measured: a single C16H19N3O5S2 molecule at a distorted geometry, with ωB97M-V/def2-TZVPD.

Properties
Molar mass, Da: 397.48
SMILES string: CS(=O)(=O)N1CCN(c2ccc([N+](=O)[O-])c(SCc3ccco3)c2)CC1
Kohn-Sham gap, eV: 8.2
Largest force on an atom, eV/A: 4.12
Energy relative to the best compared isomer or geometry (same formula, charge and spin), kcal per mole: 73.9

```
! wB97M-V def2-TZVPD RIJCOSX def2/J DEFGRID3
* xyz 0 1
C 1.42 5.55 1.99
S 2.66 5.53 0.71
O 4.00 5.63 1.34
O 2.41 6.50 -0.32
N 2.51 3.87 0.08
C 3.17 2.82 0.92
C 3.14 1.44 0.25
N 1.80 1.12 -0.30
C 1.34 -0.20 -0.41
C 1.26 -0.80 -1.64
C 0.81 -2.11 -1.78
C 0.54 -2.90 -0.63
N 0.12 -4.21 -0.82
O -0.69 -4.46 -1.71
O 0.59 -5.09 -0.10
C 0.65 -2.29 0.65
S 0.33 -3.24 2.14
C -0.87 -2.24 3.06
C -2.19 -2.03 2.34
C -2.77 -2.77 1.35
C -3.99 -2.13 0.93
C -4.04 -1.00 1.68
O -2.97 -0.93 2.58
C 1.03 -0.95 0.71
C 1.21 2.14 -1.17
C 1.20 3.50 -0.44
H 0.41 5.55 1.57
H 1.53 6.51 2.58
H 1.60 4.68 2.67
H 4.22 3.10 1.08
H 2.64 2.81 1.87
H 3.52 0.76 1.02
H 3.86 1.38 -0.54
H 1.58 -0.21 -2.51
H 0.77 -2.56 -2.79
H -1.05 -2.74 4.01
H -0.47 -1.26 3.30
H -2.39 -3.70 0.95
H -4.69 -2.37 0.18
H -4.84 -0.27 1.63
H 1.17 -0.44 1.67
H 0.17 1.89 -1.40
H 1.74 2.16 -2.11
H 0.47 3.46 0.38
H 0.88 4.28 -1.15
*
```

Entry 5:
Computed, not measured: a single C16H19N5O2S molecule at a distorted geometry, with ωB97M-V/def2-TZVPD.

Properties
Molar mass, Da: 345.43
SMILES string: N#Cc1ccc(NC(=O)N[C@@H]2CN[C@H](C(=O)N3CCSC3)C2)cc1
Kohn-Sham gap, eV: 9.2
Largest force on an atom, eV/A: 4.38
Energy relative to the best compared isomer or geometry (same formula, charge and spin), kcal per mole: 67.6

```
! wB97M-V def2-TZVPD RIJCOSX def2/J DEFGRID3
* xyz 0 1
N 0.67 5.56 5.45
C 0.70 4.99 4.45
C 0.59 4.46 3.12
C 1.28 4.81 1.91
C 1.15 4.09 0.75
C 0.23 3.08 0.61
N -0.01 2.56 -0.70
C -0.72 1.45 -1.08
O -1.07 1.45 -2.25
N -1.34 0.53 -0.19
C -2.35 -0.53 -0.51
C -2.91 -1.22 0.74
N -1.84 -2.23 1.11
C -1.03 -2.61 -0.06
C 0.49 -2.46 0.05
O 0.78 -1.55 0.84
N 1.45 -3.05 -0.85
C 1.11 -3.72 -2.14
C 2.09 -3.19 -3.22
S 3.68 -3.20 -2.36
C 2.83 -2.57 -0.81
C -1.60 -1.78 -1.25
C -0.60 2.75 1.63
C -0.44 3.47 2.89
H 1.97 5.71 1.92
H 1.63 4.56 -0.10
H 0.39 3.02 -1.52
H -0.88 0.61 0.67
H -3.20 -0.12 -1.17
H -3.88 -1.75 0.44
H -2.97 -0.38 1.49
H -1.14 -1.83 1.74
H -1.19 -3.67 -0.26
H 0.13 -3.57 -2.51
H 1.26 -4.82 -2.18
H 2.15 -3.79 -4.08
H 1.90 -2.12 -3.45
H 2.88 -1.50 -0.80
H 3.37 -2.82 0.13
H -2.26 -2.35 -1.92
H -0.84 -1.53 -1.93
H -1.43 2.05 1.64
H -1.03 3.20 3.76
*
```

Entry 6:
Computed, not measured: a molecular structure, C16H19N6S2Ti, with ωB97M-V/def2-TZVPD.

Properties
⟨S²⟩: 0.76
Molar mass, Da: 407.37
Kohn-Sham gap (spin up / spin down), eV: 7.1 / 7.3
Largest force on an atom, eV/A: 0.38

```
! wB97M-V def2-TZVPD RIJCOSX def2/J DEFGRID3
* xyz 2 2
Ti -0.26 0.02 -0.03
N 1.87 -3.21 -1.26
C 1.26 -2.02 -1.23
S -0.51 -2.05 -1.04
N 2.01 -0.95 -1.34
N 1.26 0.21 -1.32
C 1.27 1.12 -2.24
C 2.11 1.14 -3.43
C 3.47 0.81 -3.32
C 4.26 0.82 -4.45
C 3.71 1.11 -5.69
C 2.35 1.40 -5.81
C 1.56 1.43 -4.68
C 0.24 2.18 -1.97
C 0.18 3.38 -2.65
C -0.86 4.26 -2.36
C -1.80 3.93 -1.39
C -1.65 2.72 -0.72
N -0.66 1.87 -1.00
H 1.33 -4.06 -1.28
H 2.85 -3.25 -1.49
H 3.89 0.57 -2.36
H 5.32 0.59 -4.37
H 4.33 1.10 -6.57
H 1.92 1.61 -6.78
H 0.50 1.64 -4.78
H 0.92 3.63 -3.39
H -0.93 5.20 -2.89
H -2.62 4.58 -1.15
H -2.35 2.44 0.06
C 1.96 2.62 2.56
N 2.58 1.29 2.56
C 1.93 0.14 2.45
S 0.19 0.14 2.33
N 2.59 -1.00 2.51
C 1.97 -2.33 2.52
H 2.73 3.34 2.81
H 1.17 2.67 3.30
H 1.56 2.85 1.57
H 3.58 1.25 2.72
H 3.58 -0.97 2.68
H 1.31 -2.45 1.67
H 1.42 -2.49 3.45
H 2.77 -3.07 2.45
*
```